Entry from the Open Molecules 2025 dataset: C3H11P3 in the gas phase (the ωB97M-V functional and the def2-TZVPD basis).

Output
Net charge: 0
HOMO energy (eV): -8.535
SMILES string: CCCP(P)#[PH2]
DFT total energy (eV): -31154.0436
Largest force on an atom (eV Å⁻¹): 3.2
Energy above the lowest of the compared OMol25 structures with the same formula, charge and spin (kJ/mol): 0.00

Structure (XYZ):
```
17
C3H11P3, DFT the ωB97M-V functional and the def2-TZVPD basis
C 1.463 -1.850 -0.584
C 0.182 -1.162 0.057
C 0.060 0.286 -0.486
P -1.631 0.987 0.103
P -1.270 3.140 -0.187
P -1.208 0.974 2.204
H 1.308 -2.233 -1.679
H 2.291 -1.125 -0.576
H 1.873 -2.593 0.068
H -0.747 -1.736 -0.296
H 0.065 -1.300 1.182
H 0.799 0.926 -0.068
H -0.038 0.504 -1.521
H 0.025 3.170 0.459
H -0.607 2.710 -1.347
H -1.870 -0.333 2.414
H -2.269 1.973 2.360
```